# 1
DFT (ωB97M-V/def2-TZVPD) results for a molecular structure, C6H8BaO6 at a distorted geometry.

The geometry in XYZ format:
```
21
Properties=species:S:1:pos:R:3
O 1.478 -1.105 -0.751
C 2.623 -1.416 0.007
O 3.341 -2.336 -0.297
O 2.676 -0.571 0.960
C 1.056 -1.937 -1.841
H 1.894 -1.980 -2.559
H 0.886 -2.956 -1.466
C -0.163 -1.367 -2.452
H -0.093 -0.490 -3.098
H -1.079 -1.957 -2.449
O -2.950 -0.228 1.108
C -2.678 0.621 0.154
C -4.259 -0.800 0.905
O -1.580 1.162 0.022
O -3.643 0.779 -0.703
C -4.741 -0.103 -0.376
H -4.869 -0.570 1.784
H -4.140 -1.882 0.794
H -5.636 0.509 -0.231
H -4.877 -0.789 -1.218
Ba 0.977 0.863 0.959
```

Calculated values
- Charge: +1
- Spin multiplicity: 2
- Gap between HOMO and LUMO (alpha / beta): 8.21 / 9.22 eV

These are the Löwdin partial charges, in e, on atoms 1 to 2: -0.2510, -0.7724

---

# 2
DFT (ωB97M-V/def2-TZVPD) results for a molecular structure, C5H10N2O at a distorted geometry.

The geometry in XYZ format:
```
18
Properties=species:S:1:pos:R:3
C -0.392 0.583 -0.235
C 0.845 0.806 -0.888
C 0.981 -1.209 0.510
C -0.397 -0.881 -0.147
C -2.038 0.244 -0.397
H -0.838 1.173 1.646
H 0.757 1.241 1.658
H 0.806 0.106 -1.784
H 1.068 1.786 -0.661
H 2.581 -0.718 -0.581
H 0.472 -0.936 1.496
H 1.391 -2.289 0.654
H -0.453 -1.146 -1.196
H -2.748 0.887 0.166
H -1.992 0.110 -1.520
N -0.117 1.451 0.959
N 1.841 -0.175 -0.006
O -1.768 -1.033 0.325
```

Calculated values
- Charge: 0
- Relative energy (zero: lowest compared OMol25 entry of this formula, charge and spin): 632.33 kJ/mol
- Spin multiplicity: 1
- Gap between HOMO and LUMO: 9.67 eV

These are the Löwdin partial charges, in e, on atoms 1 to 2: -0.4666, -0.0970

---

# 3
DFT (ωB97M-V/def2-TZVPD) results for 2 unconnected molecules or ions with the total composition C2H3Br2N3 at a distorted geometry.

The geometry in XYZ format:
```
10
Properties=species:S:1:pos:R:3
Br -1.367 -2.367 -1.824
N -0.527 -0.984 -0.904
C -0.873 -0.325 0.219
N -0.021 0.643 0.472
N 0.960 0.519 -0.441
C 0.590 -0.365 -1.342
H -1.693 -0.601 0.932
H 1.149 -0.797 -2.118
Br 0.942 2.446 3.071
H 0.842 1.830 1.935
```

Calculated values
- Charge: 0
- SMILES string: Brn1cnnc1.Br
- Relative energy (zero: lowest compared OMol25 entry of this formula, charge and spin): 233.79 kJ/mol
- Spin multiplicity: 1
- Gap between HOMO and LUMO: 9.20 eV

These are the Löwdin partial charges, in e, on atoms 1 to 2: 0.8009, -0.5000